(1)
{
  "formula": "C24H70CrO22",
  "method": "ωB97M-V with the def2-TZVPD basis set",
  "e_above_lowest_kj_mol": 22.0,
  "energy_ha": -3655.9605,
  "lumo_energy_ev": [-0.17, -0.19],
  "spin_multiplicity": 5,
  "homo_ev": [-7.76, -8.47],
  "orbital_gap_ev": [7.591, 8.279],
  "symbols": ["Cr", "C", "C", "O", "H", "H", "H", "H", "H", "C", "C", "O", "H", "H", "H", "H", "H", "C", "C", "O", "O", "H", "H", "H", "H", "H", "H", "C", "C", "O", "O", "H", "H", "H", "H", "H", "H", "C", "C", "O", "O", "H", "H", "H", "H", "H", "H", "C", "C", "O", "O", "H", "H", "H", "H", "H", "H", "C", "C", "O", "O", "H", "H", "H", "H", "H", "H", "C", "C", "O", "O", "H", "H", "H", "H", "H", "H", "C", "C", "O", "O", "H", "H", "H", "H", "H", "H", "C", "C", "O", "O", "H", "H", "H", "H", "H", "H", "C", "C", "O", "O", "H", "H", "H", "H", "H", "H", "C", "C", "O", "O", "H", "H", "H", "H", "H", "H"],
  "positions_angstrom": [[13.0426, 25.7744, 6.4649], [13.4198, 23.5983, 9.7291], [13.8417, 23.1953, 8.3024], [14.1519, 24.3104, 7.4976], [12.5728, 24.2846, 9.7061], [14.2202, 24.0766, 10.2942], [13.1069, 22.6946, 10.2537], [13.0614, 22.6797, 7.7388], [14.6930, 22.5110, 8.3135], [9.6409, 27.5940, 8.6508], [10.8474, 26.6866, 8.6724], [11.0925, 25.9080, 7.4689], [9.7661, 28.1630, 9.5735], [8.7184, 27.0148, 8.6646], [9.7329, 28.3680, 7.8887], [10.6874, 26.0408, 9.5394], [11.6938, 27.2569, 9.0610], [13.9793, 20.6001, 14.0579], [14.4610, 21.9047, 13.3879], [13.4742, 22.9460, 13.3774], [13.1075, 19.8919, 13.1861], [13.4546, 20.7939, 14.9942], [14.8109, 19.9221, 14.2508], [14.7835, 21.7948, 12.3525], [15.2319, 22.3788, 13.9965], [12.6853, 22.4295, 13.5628], [12.2321, 19.9187, 13.5792], [16.7164, 20.2106, 4.1681], [15.9317, 19.7269, 5.4486], [16.5671, 20.2234, 6.6435], [16.0588, 21.3361, 3.6027], [16.6990, 19.3791, 3.4635], [17.7534, 20.4890, 4.3577], [16.0417, 18.6422, 5.4454], [14.8725, 19.9826, 5.4711], [16.3443, 21.1558, 6.7201], [16.1654, 22.0520, 4.2354], [10.9176, 20.4858, 5.3441], [12.0971, 19.9812, 6.1652], [11.6799, 19.7848, 7.5069], [10.6940, 21.8587, 5.2950], [10.0398, 19.9025, 5.6272], [11.0660, 20.1349, 4.3217], [12.8905, 20.7286, 6.2172], [12.4792, 19.0207, 5.8165], [12.4890, 19.8121, 8.0277], [10.3457, 22.1025, 6.1584], [14.5116, 27.5356, 8.4123], [15.7868, 28.4652, 8.3728], [15.5695, 29.7399, 7.8823], [13.8849, 27.6612, 7.1740], [13.7936, 27.7394, 9.2085], [14.7731, 26.5163, 8.6971], [16.5733, 27.9860, 7.7874], [16.1956, 28.5188, 9.3826], [16.3890, 30.2191, 8.0244], [13.9100, 28.6033, 6.9842], [16.0141, 19.5934, 10.1393], [14.4828, 19.6554, 10.1398], [13.9189, 19.1633, 8.9485], [16.4990, 19.6412, 11.4646], [16.4665, 20.3435, 9.4912], [16.1820, 18.5505, 9.8625], [14.3495, 20.7377, 10.1550], [13.9943, 19.1301, 10.9599], [14.1874, 18.2512, 8.8117], [17.3964, 19.3045, 11.4081], [17.8029, 24.7433, 6.9438], [17.5699, 23.2658, 6.5436], [16.2577, 23.0208, 5.9651], [16.9334, 24.9859, 8.0206], [17.5393, 25.4475, 6.1538], [18.7979, 24.8793, 7.3671], [17.6414, 22.5619, 7.3731], [18.3118, 22.9956, 5.7916], [15.6297, 23.4789, 6.5385], [16.0347, 24.7125, 7.8124], [14.3835, 24.4185, 3.8554], [13.2424, 23.5334, 4.2856], [12.1803, 24.2687, 5.0228], [14.5485, 25.4769, 4.8433], [14.1712, 24.7934, 2.8539], [15.3649, 23.9456, 3.8520], [13.5617, 22.7484, 4.9713], [12.8060, 23.0417, 3.4164], [11.4943, 23.6425, 5.2732], [15.3359, 25.9999, 4.6759], [11.7511, 28.4787, 11.9870], [12.4523, 27.1430, 12.5271], [13.8812, 27.3367, 12.4456], [11.7844, 29.6147, 12.8276], [10.6945, 28.2426, 11.8565], [12.1021, 28.8451, 11.0217], [12.2814, 26.3316, 11.8180], [12.1152, 26.8316, 13.5157], [14.3005, 26.5791, 12.8613], [12.5454, 30.1571, 12.6086], [8.7703, 21.6212, 9.1356], [9.8812, 22.6562, 8.9575], [9.7558, 23.2911, 7.7052], [7.6417, 22.1342, 9.8139], [9.1503, 20.8946, 9.8544], [8.6351, 21.1096, 8.1819], [10.8631, 22.1876, 9.0400], [9.8445, 23.5154, 9.6287], [10.1884, 24.1466, 7.7982], [7.2687, 22.8362, 9.2739], [17.2303, 24.4798, 11.5535], [16.7047, 25.9182, 11.2777], [17.4685, 26.4853, 10.2542], [18.4491, 24.5180, 12.1672], [17.2416, 23.8588, 10.6550], [16.5210, 23.8912, 12.1376], [16.8153, 26.5314, 12.1724], [15.6359, 25.9193, 11.0566], [17.4745, 25.8848, 9.5017], [19.0187, 25.0243, 11.5816]]
}

(2)
{
  "formula": "C40H58BrN4O2",
  "method": "ωB97M-V with the def2-TZVPD basis set",
  "energy_ha": -4502.1043,
  "lumo_energy_ev": -3.24,
  "charge": 1,
  "homo_ev": -10.32,
  "orbital_gap_ev": 7.078,
  "symbols": ["C", "C", "N", "C", "C", "C", "C", "N", "C", "O", "C", "C", "C", "C", "C", "C", "C", "N", "N", "C", "C", "O", "Br", "H", "H", "H", "H", "H", "H", "H", "H", "H", "H", "H", "H", "H", "H", "H", "H", "H", "H", "H", "H", "H", "H", "H", "H", "H", "H", "H", "H", "H", "H", "H", "H", "H", "H", "C", "C", "C", "C", "C", "C", "H", "H", "H", "H", "H", "H", "C", "C", "C", "C", "C", "C", "H", "H", "H", "H", "H", "H", "C", "C", "C", "C", "C", "C", "H", "H", "H", "H", "H", "H", "C", "C", "C", "C", "C", "C", "H", "H", "H", "H", "H", "H"],
  "positions_angstrom": [[-0.1279, -1.2340, 1.9990], [-0.1407, -2.8360, 1.6865], [-1.1476, -3.1775, 0.6653], [-0.9847, -4.4506, -0.0266], [0.4509, -4.7380, -0.6758], [0.9265, -3.7163, -1.8095], [1.1663, -2.2085, -1.3374], [-0.0713, -1.3636, -1.5385], [-2.0090, -4.3776, -1.2957], [-3.3936, -4.1559, -0.8548], [-3.7649, -5.3985, -0.2192], [-2.9148, -5.5891, 1.1573], [-3.5048, -6.9059, 1.8521], [-4.3456, -6.4359, 3.1613], [-5.6619, -5.6646, 2.6118], [-6.5874, -5.0908, 3.8041], [-6.1109, -3.6478, 4.3210], [-6.1944, -2.5713, 3.2893], [-1.4639, -5.6883, 0.7442], [-0.5432, -6.1471, 1.8280], [-0.0474, -7.6774, 1.6252], [0.3321, -8.1410, 0.5449], [-0.0429, -8.8522, 3.2500], [-1.0143, -0.6878, 1.5443], [0.8272, -0.8314, 1.4908], [0.0165, -1.0714, 3.1138], [0.9346, -3.1146, 1.4655], [-0.4077, -3.3307, 2.6937], [-2.1009, -2.9789, 0.9821], [1.2865, -4.8095, 0.1125], [0.3986, -5.7782, -1.1614], [0.2374, -3.6884, -2.7330], [1.9317, -4.1103, -2.2062], [1.6220, -2.0906, -0.3030], [1.9395, -1.7616, -2.0711], [-0.2317, -0.7514, -0.7322], [-0.0173, -0.8458, -2.4217], [-1.8965, -5.3032, -1.9542], [-1.7797, -3.4670, -1.9614], [-3.4978, -6.2925, -0.9025], [-4.8926, -5.4882, -0.0400], [-3.1053, -4.7143, 1.8588], [-4.2943, -7.3745, 1.1519], [-2.7535, -7.7311, 2.0692], [-3.7284, -5.6985, 3.7723], [-4.6462, -7.3419, 3.7989], [-5.4073, -4.7686, 1.9514], [-6.3114, -6.3599, 1.9578], [-6.6744, -5.8086, 4.6820], [-7.6438, -4.9756, 3.3545], [-6.8507, -3.3526, 5.1543], [-5.0674, -3.6468, 4.7929], [-5.3511, -1.9859, 3.2684], [-6.4414, -2.9267, 2.3601], [-1.4518, -6.4512, 0.0261], [-1.0612, -6.1491, 2.8580], [0.4039, -5.5365, 1.9619], [2.1407, 3.4251, -0.2715], [1.8438, 3.4295, -1.6308], [2.1888, 2.3387, -2.4226], [2.8226, 1.2388, -1.8525], [3.1163, 1.2327, -0.4924], [2.7794, 2.3274, 0.2976], [1.8744, 4.2774, 0.3448], [1.3436, 4.2841, -2.0736], [1.9631, 2.3452, -3.4837], [3.0875, 0.3861, -2.4689], [3.6093, 0.3739, -0.0478], [3.0135, 2.3248, 1.3568], [-1.5371, 5.3583, -4.7937], [-0.3130, 5.5068, -4.1498], [-0.1681, 6.4523, -3.1378], [-1.2510, 7.2418, -2.7642], [-2.4762, 7.0903, -3.4061], [-2.6185, 6.1520, -4.4234], [-1.6490, 4.6240, -5.5845], [0.5299, 4.8858, -4.4371], [0.7884, 6.5730, -2.6403], [-1.1398, 7.9750, -1.9727], [-3.3209, 7.7050, -3.1134], [-3.5722, 6.0383, -4.9270], [4.3013, 4.5457, 4.5947], [5.4646, 4.3752, 5.3382], [6.6322, 3.9450, 4.7159], [6.6390, 3.6944, 3.3471], [5.4767, 3.8684, 2.6026], [4.3063, 4.2900, 3.2268], [3.3903, 4.8781, 5.0810], [5.4611, 4.5771, 6.4041], [7.5372, 3.8059, 5.2972], [7.5506, 3.3638, 2.8611], [5.4827, 3.6745, 1.5347], [3.3986, 4.4206, 2.6473], [2.7741, 8.6568, -5.4408], [3.8643, 9.4480, -5.0929], [4.7972, 8.9824, -4.1716], [4.6450, 7.7206, -3.6051], [3.5568, 6.9279, -3.9558], [2.6188, 7.3974, -4.8702], [2.0451, 9.0215, -6.1565], [3.9866, 10.4291, -5.5397], [5.6434, 9.6022, -3.8957], [5.3749, 7.3555, -2.8905], [3.4391, 5.9426, -3.5149], [1.7686, 6.7820, -5.1390]]
}

(3)
{
  "formula": "C2H2N2O2S",
  "method": "ωB97M-V with the def2-TZVPD basis set",
  "e_above_lowest_kj_mol": 165.0,
  "energy_ha": -735.5244,
  "lumo_energy_ev": 0.24,
  "homo_ev": -8.79,
  "orbital_gap_ev": 9.038,
  "symbols": ["O", "C", "N", "O", "C", "S", "N", "H", "H"],
  "positions_angstrom": [[1.0909, -1.7366, -0.2603], [0.2689, -0.6663, -0.2907], [-1.0302, -0.9345, -0.5536], [-1.6330, 0.3195, -0.1327], [-0.6188, 1.1643, 0.2107], [-0.7007, 2.6963, 0.8954], [0.5587, 0.5628, 0.1423], [0.5948, -2.5612, -0.3890], [1.4694, 1.1557, 0.3778]]
}